Record 1
The following is a quantum chemistry calculation of 2 unconnected molecules or ions with the total composition C3H6N2O2 in a non-equilibrium geometry, from the Open Molecules 2025 dataset.

Computed properties:
**ΔE to the lowest compared entry with this formula, charge and spin**: 182.6 kcal per mole
**Strongest force on any atom**: 14.782 eV/Å
**Spin multiplicity**: 1
**Frontier orbital gap**: 10.50 eV

CARTESIAN COORDINATES (ANGSTROEM)
C1 0.3848 -0.3306 -0.5221
C2 -0.7552 -1.0007 0.1172
C3 -0.0478 1.0653 -0.0831
H1 1.9928 0.4403 0.6301
H2 2.6095 -0.9983 -0.5105
H3 0.3452 -0.2623 -1.4057
H4 -1.1360 -1.8534 -0.3766
H5 -0.7961 -1.2300 1.5748
H6 -1.6945 1.8280 0.7516
N1 1.6983 -0.6722 0.1452
N2 -1.4273 1.0983 -0.1087
O1 -1.8753 -0.2050 -0.1624
O2 0.7016 2.1206 -0.0497

Mulliken population analysis, charges in e, atoms 1 to 8: C 0.39; C -0.52; C 0.06; H 0.32; H 0.28; H 0.42; H 0.25; H 0.19

Record 2
The following is a quantum chemistry calculation of 2 unconnected molecules or ions with the total composition C29H33N3O2 in a non-equilibrium geometry, from the Open Molecules 2025 dataset.

Computed properties:
**ΔE to the lowest compared entry with this formula, charge and spin**: 78.9 kcal per mole
**Strongest force on any atom**: 3.886 eV/Å
**Spin multiplicity**: 1
**Frontier orbital gap**: 6.88 eV

CARTESIAN COORDINATES (ANGSTROEM)
C1 -6.7235 -0.1828 3.7514
C2 -5.3112 0.0765 3.3085
C3 -4.7497 1.3526 3.4076
C4 -3.4500 1.6211 2.9641
C5 -2.9034 3.0063 3.1260
C6 -2.6815 0.5666 2.4316
N1 -1.3351 0.7954 2.0126
C7 -0.2393 0.2048 2.5117
N2 0.8556 0.7122 1.9191
C8 2.1941 0.4356 2.3015
C9 2.5759 -0.9042 2.5091
C10 1.6104 -2.0229 2.2676
C11 3.8652 -1.1762 2.9696
C12 4.7931 -0.1618 3.2125
C13 6.1538 -0.5221 3.7197
C14 4.3830 1.1640 3.0186
C15 3.0894 1.4859 2.5905
C16 2.6581 2.9185 2.5407
C17 0.4936 1.4762 0.7084
C18 -1.0140 1.4281 0.7006
C19 -3.2157 -0.7266 2.3303
C20 -2.4140 -1.8419 1.7323
C21 -4.5193 -0.9492 2.7794
H1 -7.0113 -1.2250 3.5693
H2 -6.8502 0.0239 4.8232
H3 -7.4308 0.4580 3.2055
H4 -5.3382 2.1632 3.8449
H5 -1.8797 3.1108 2.7474
H6 -3.5448 3.7312 2.5993
H7 -2.9017 3.2951 4.1894
H8 2.1367 -2.9788 2.4133
H9 0.7775 -1.9926 2.9930
H10 1.1879 -2.0035 1.2481
H11 4.1478 -2.2164 3.1365
H12 6.7678 0.3658 3.8904
H13 6.0737 -1.0762 4.6642
H14 6.6827 -1.1673 3.0058
H15 5.0747 1.9791 3.2466
H16 3.4901 3.5569 2.8600
H17 2.3822 3.2374 1.5290
H18 1.8190 3.1372 3.2172
H19 0.8808 2.4901 0.7571
H20 0.9063 0.9759 -0.1726
H21 -1.3750 0.7767 -0.1131
H22 -1.4821 2.4106 0.6284
H23 -3.0309 -2.7470 1.6682
H24 -2.0671 -1.6056 0.7126
H25 -1.5347 -2.0920 2.3459
H26 -4.9238 -1.9598 2.6952
C22 -0.1487 -1.4303 6.0472
C23 1.0854 -0.8680 6.2157
N3 2.2156 -1.5019 5.7001
O1 3.3689 -0.9782 5.8225
O2 2.0166 -2.6065 5.1056
C24 -1.4029 -0.7815 6.3561
C25 -2.5757 -1.5703 6.3715
C26 -3.8101 -1.0183 6.6715
C27 -3.8961 0.3535 6.9459
C28 -2.7554 1.1702 6.9255
C29 -1.5125 0.6054 6.6379
H27 -0.1860 -2.4697 5.7046
H28 1.2778 0.0558 6.7609
H29 -2.4743 -2.6314 6.1532
H30 -4.6986 -1.6560 6.6960
H31 -4.8648 0.7865 7.1840
H32 -2.8372 2.2431 7.1429
H33 -0.6074 1.2147 6.6170

Mulliken population analysis, charges in e, atoms 1 to 8: C -1.55; C 0.80; C -0.70; C 1.32; C -1.86; C -0.58; N 0.76; C -0.67

Record 3
The following is a quantum chemistry calculation of a molecular structure, C42H39AsBrN6O2Os, from the Open Molecules 2025 dataset.

Computed properties:
**ΔE to the lowest compared entry with this formula, charge and spin**: 0.0 kcal per mole
**Total charge**: +3
**Strongest force on any atom**: 0.545 eV/Å
**Spin multiplicity**: 5
**Frontier orbital gap (spin up / spin down)**: 6.24 / 3.70 eV

CARTESIAN COORDINATES (ANGSTROEM)
Os1 2.0589 0.0464 -1.8604
Br1 5.6225 6.5815 -2.1991
C1 4.4684 5.1089 -2.0993
C2 3.1245 5.2972 -1.7527
C3 2.2679 4.2215 -1.6555
C4 2.7250 2.9294 -1.8987
O1 1.8354 1.9253 -1.8124
C5 4.0714 2.7280 -2.2445
C6 4.6447 1.4413 -2.4593
N1 4.0519 0.3017 -2.2795
C7 4.7741 -0.9309 -2.4013
C8 6.1337 -1.0660 -2.4779
C9 6.7206 -2.3444 -2.5867
C10 5.9485 -3.4690 -2.6302
C11 4.5409 -3.3590 -2.5455
C12 3.6718 -4.4696 -2.6080
C13 2.3185 -4.2845 -2.5126
C14 1.8213 -2.9955 -2.3170
N2 2.6024 -1.9248 -2.2496
C15 3.9670 -2.0859 -2.3990
C16 4.9308 3.8438 -2.3538
H1 2.7599 6.2992 -1.5692
H2 1.2284 4.3559 -1.3883
H3 5.6800 1.4302 -2.7853
H4 6.7881 -0.2057 -2.4529
H5 7.7976 -2.4212 -2.6381
H6 6.3993 -4.4485 -2.7201
H7 4.0854 -5.4617 -2.7415
H8 1.6284 -5.1130 -2.5776
H9 0.7576 -2.8313 -2.2106
H10 5.9662 3.6929 -2.6324
C17 -6.2488 -4.4742 8.2739
O2 -6.2911 -4.5196 6.8199
C18 -5.3788 -3.9698 6.0901
C19 -4.2284 -3.2976 6.6099
C20 -3.3368 -2.7502 5.7424
C21 -3.5337 -2.8328 4.3354
C22 -4.6844 -3.5065 3.8302
C23 -5.5793 -4.0667 4.6774
C24 -2.6174 -2.2660 3.3958
N3 -2.8236 -2.2521 2.0814
C25 -1.7451 -1.6469 1.5518
C26 -0.8417 -1.2776 2.5418
N4 -1.4082 -1.6763 3.7098
C27 0.4052 -0.6237 2.2538
C28 1.3314 -0.1675 3.2029
C29 2.4713 0.4708 2.7810
C30 2.6902 0.6200 1.4095
N5 1.8353 0.1787 0.5037
C31 0.6943 -0.4150 0.8989
C32 -0.2648 -0.7678 -0.1480
N6 0.0559 -0.4472 -1.4291
C33 -0.8374 -0.6665 -2.3970
C34 -2.0691 -1.2672 -2.1563
C35 -2.3895 -1.6373 -0.8711
C36 -1.4836 -1.3652 0.1618
H11 -7.1579 -4.9665 8.5955
H12 -6.2381 -3.4390 8.6074
H13 -5.3762 -5.0175 8.6301
H14 -4.0690 -3.2279 7.6756
H15 -2.4753 -2.2383 6.1511
H16 -4.8227 -3.5631 2.7604
H17 -6.4572 -4.5908 4.3246
H18 -1.0144 -1.5782 4.6310
H19 1.1484 -0.3031 4.2615
H20 3.1942 0.8556 3.4861
H21 3.5775 1.1189 1.0384
H22 -0.5501 -0.3545 -3.3921
H23 -2.7493 -1.4319 -2.9800
H24 -3.3316 -2.1163 -0.6373
C37 -3.0300 2.0111 -4.3548
C38 -3.0705 2.1288 -2.8339
As1 -1.3752 2.7534 -2.0447
C39 -1.6140 4.6882 -2.2853
C40 -1.0604 5.1888 -3.6161
C41 -1.9607 2.5862 -0.1708
C42 -0.9077 3.0673 0.8241
H25 -3.9299 1.5258 -4.7352
H26 -2.1676 1.4325 -4.6978
H27 -2.9701 2.9897 -4.8282
H28 -3.2994 1.1671 -2.3696
H29 -3.8539 2.8233 -2.5233
H30 -1.1222 5.1881 -1.4472
H31 -2.6819 4.8986 -2.1977
H32 -0.0063 4.9290 -3.7364
H33 -1.1446 6.2737 -3.6824
H34 -1.6018 4.7689 -4.4627
H35 -2.2010 1.5306 -0.0055
H36 -2.8914 3.1443 -0.0477
H37 0.0578 2.5791 0.6524
H38 -1.2112 2.8662 1.8541
H39 -0.7495 4.1437 0.7457

Mulliken population analysis, charges in e, atoms 1 to 8: Os 0.72; Br -0.11; C -0.46; C -0.60; C -0.19; C -0.04; O -0.84; C 0.34

Record 4
The following is a quantum chemistry calculation of a molecular structure, C30H26BrFN5O4SV in a non-equilibrium geometry, from the Open Molecules 2025 dataset.

Computed properties:
**ΔE to the lowest compared entry with this formula, charge and spin**: 0.0 kcal per mole
**Total charge**: -1
**Strongest force on any atom**: 1.089 eV/Å
**Spin multiplicity**: 2
**Frontier orbital gap (spin up / spin down)**: 4.53 / 4.53 eV

CARTESIAN COORDINATES (ANGSTROEM)
V1 -1.0735 1.3386 -0.4184
Br1 -5.9374 6.5056 -1.9912
C1 -4.5027 5.2556 -1.9088
C2 -4.0133 4.7027 -3.0816
C3 -2.9609 3.8088 -3.0141
C4 -2.3884 3.4414 -1.7870
O1 -1.3665 2.6103 -1.8097
C5 -2.9120 4.0016 -0.5923
C6 -2.3460 3.7441 0.7177
N1 -1.4568 2.8398 0.8815
C7 -0.6542 2.6714 2.0005
C8 -0.9311 3.0626 3.3119
C9 0.0435 2.8921 4.2972
C10 1.2863 2.3739 4.0172
C11 1.6090 1.9500 2.6989
C12 2.8466 1.4013 2.3229
C13 3.0672 1.0025 1.0106
C14 2.0372 1.1284 0.0995
N2 0.8517 1.6471 0.4322
C15 0.6077 2.0710 1.7021
C16 -3.9623 4.9204 -0.6823
H1 -4.4518 4.9646 -4.0339
H2 -2.5502 3.3627 -3.9065
H3 -2.6470 4.3869 1.5504
H4 -1.8965 3.4756 3.5704
H5 -0.2025 3.1825 5.3132
H6 2.0260 2.2591 4.7997
H7 3.6273 1.2938 3.0668
H8 4.0149 0.5890 0.6917
H9 2.1324 0.8338 -0.9353
H10 -4.3475 5.3672 0.2241
C17 3.5109 -5.5998 1.3529
C18 2.3899 -4.6199 1.5044
C19 1.0691 -5.0280 1.4705
C20 0.0295 -4.1167 1.6174
C21 0.3110 -2.7810 1.8020
C22 1.6339 -2.3530 1.8485
C23 2.6576 -3.2640 1.7002
S1 -0.9740 -1.5483 1.9271
O2 -2.2104 -2.2836 2.0898
O3 -0.5529 -0.6449 2.9704
N3 -0.8516 -0.7512 0.5600
C24 -1.2696 -1.3262 -0.6217
C25 -1.9315 -2.5442 -0.8344
C26 -2.2938 -2.8562 -2.1257
C27 -2.0393 -1.9774 -3.1762
C28 -1.4082 -0.7879 -2.8674
N4 -0.9952 -0.4965 -1.6397
H11 3.1468 -6.5814 1.0514
H12 4.0536 -5.7242 2.2931
H13 4.2349 -5.2705 0.6061
H14 0.8374 -6.0765 1.3261
H15 -0.9976 -4.4460 1.6096
H16 1.8479 -1.3048 2.0019
H17 3.6831 -2.9204 1.7409
H18 -2.2090 -3.1784 -0.0134
H19 -2.8169 -3.7875 -2.3193
H20 -2.3422 -2.1929 -4.1888
H21 -1.1816 -0.0329 -3.6105
C29 2.0442 -1.8470 -2.4592
C30 2.3918 -0.5406 -3.1402
N5 3.7229 -0.3683 -3.3728
O4 1.5879 0.3202 -3.4664
H22 2.0930 -2.6636 -3.1836
H23 1.0441 -1.7871 -2.0661
H24 2.7407 -2.0727 -1.6511
H25 4.3929 -1.0409 -3.0542
H26 4.0301 0.4900 -3.7941
F1 -2.9286 0.9197 -0.4350

Mulliken population analysis, charges in e, atoms 1 to 8: V 0.07; Br -0.27; C -0.07; C -0.49; C -0.64; C 0.48; O -0.80; C 0.33

What is the spin multiplicity in the third record? 5

Which value of ΔE to the lowest compared entry with this formula, charge and spin does entry 4 give? 0.0 kcal per mole